Computed, not measured: a molecular structure, C25H27AsN2O3S2SbSe4Tc, with ωB97M-V/def2-TZVPD.

The LUMO energy (alpha / beta) is 0.072 / 0.054 Ha. The HOMO-LUMO gap (alpha / beta) is 6.51 / 6.02 eV. The spin multiplicity is 4. The total energy comes out at -14263.2794 Eh. As for the HOMO energy (alpha / beta): -4.564 / -4.562 eV. Its total charge is -1.

CARTESIAN COORDINATES (ANGSTROEM)
Tc -0.935 0.325 2.897
Se -1.900 5.470 2.671
Sb -2.705 3.360 3.421
Se -0.862 2.027 4.614
Se -2.599 1.565 1.571
Se -4.814 3.074 4.521
S 0.229 -1.544 4.204
C -1.439 -1.922 4.268
N -2.288 -0.995 3.888
C -3.607 -1.425 3.903
C -4.732 -0.665 3.599
C -5.972 -1.271 3.683
C -6.107 -2.605 4.074
C -4.993 -3.359 4.405
C -3.746 -2.755 4.315
S -2.185 -3.433 4.688
H -4.633 0.383 3.342
H -6.854 -0.685 3.458
H -7.091 -3.053 4.134
H -5.091 -4.387 4.729
C -3.556 -1.385 -0.148
As -1.648 -1.163 -0.186
C -1.138 0.314 -1.295
C -0.911 -2.732 -1.027
O -1.014 -1.173 1.366
H -3.842 -2.313 -0.641
H -4.033 -0.534 -0.629
H -3.844 -1.410 0.902
H -1.984 0.575 -1.930
H -0.277 0.038 -1.905
H -0.887 1.156 -0.649
H -1.239 -2.794 -2.064
H -1.230 -3.615 -0.476
H 0.174 -2.653 -0.984
C 3.260 -0.958 -5.455
C 2.928 0.378 -4.843
C 2.799 1.494 -5.662
C 2.470 2.729 -5.125
C 2.310 2.861 -3.758
C 2.447 1.756 -2.919
N 2.245 1.928 -1.544
C 3.128 1.542 -0.548
C 4.477 1.302 -0.827
C 5.351 0.945 0.185
C 4.907 0.822 1.496
C 3.568 1.043 1.773
C 2.672 1.402 0.774
C 1.214 1.588 1.088
O 0.505 2.301 0.389
O 0.820 0.861 2.084
C 2.723 0.493 -3.462
C 2.755 -0.732 -2.590
H 3.522 -0.844 -6.506
H 2.413 -1.647 -5.397
H 4.098 -1.438 -4.945
H 2.952 1.389 -6.730
H 2.363 3.593 -5.769
H 2.091 3.823 -3.313
H 1.433 2.433 -1.208
H 4.834 1.421 -1.843
H 6.394 0.775 -0.053
H 5.593 0.550 2.287
H 3.184 0.931 2.778
H 3.776 -1.013 -2.317
H 2.306 -1.584 -3.103
H 2.218 -0.563 -1.656